No. 1
10
Properties=species:S:1:pos:R:3 method="wB97M-V/def2-TZVPD" relative_energy_kj_mol=407.34 gap_ha=0.320 energy_ha=-1116.5216 homo_ev=-9.59 molar_mass_g_mol=141.17 lumo_ev=-0.89
C 0.11 0.04 1.81
N 1.64 -0.15 -0.67
O -2.49 -0.48 0.59
O -1.14 1.09 -0.72
O -0.50 -1.41 -0.31
S -2.01 -0.11 -0.67
S 0.23 -0.27 0.27
H 0.65 1.02 1.93
H 1.62 -0.55 -1.54
H 1.89 0.83 -0.68

No. 2
93
Properties=species:S:1:pos:R:3 method="wB97M-V/def2-TZVPD" relative_energy_kj_mol=312.75 gap_ha=0.033 total_charge=+2 energy_ha=-3795.9792 homo_ev=-8.65 molar_mass_g_mol=776.42 lumo_ev=-7.74
C -2.68 5.52 -5.42
C -1.89 4.24 -4.98
O -0.50 4.53 -5.12
C 0.33 3.37 -4.97
C 0.23 2.83 -3.51
O 1.53 2.51 -3.00
C 1.38 2.20 -1.63
C 1.88 3.30 -0.61
C 1.59 4.74 -1.10
C 2.85 5.66 -0.87
N 2.55 6.75 0.10
C 1.17 2.99 0.79
C 1.36 4.06 1.89
N 0.17 3.96 2.80
H -3.28 5.35 -6.33
H -1.97 6.37 -5.56
H -3.38 5.83 -4.62
H -2.19 4.05 -3.93
H -2.23 3.37 -5.57
H 1.37 3.68 -5.21
H 0.04 2.58 -5.69
H -0.42 1.94 -3.48
H -0.20 3.63 -2.89
H 0.27 1.94 -1.38
H 2.00 1.24 -1.41
H 0.77 5.20 -0.51
H 1.35 4.82 -2.17
H 3.73 5.09 -0.55
H 3.12 6.14 -1.84
H 1.59 7.03 0.00
H 3.11 7.56 -0.11
H 0.05 2.82 0.57
H 1.60 1.99 1.19
H 2.24 3.83 2.51
H 1.38 5.09 1.51
H -0.57 4.47 2.33
H 0.38 4.38 3.70
C 0.68 1.06 4.26
N 1.36 0.35 5.38
O 1.73 1.01 6.31
O 1.49 -0.85 5.26
H 0.62 2.11 4.47
H 1.27 0.87 3.36
H -0.32 0.63 4.17
Li 0.30 5.88 -6.10
C -1.12 -11.11 5.97
N -0.95 -9.74 5.44
C 0.30 -9.29 5.17
C 0.49 -8.03 4.64
C -0.60 -7.21 4.36
C -1.87 -7.70 4.67
C -2.02 -8.96 5.21
C -0.43 -5.89 3.74
C -1.06 -5.58 2.53
C -0.93 -4.32 1.97
N -0.20 -3.38 2.59
C 0.44 -3.64 3.76
C 0.34 -4.89 4.34
C -0.08 -2.02 2.03
H -0.54 -11.19 6.89
H -0.76 -11.81 5.22
H -2.17 -11.29 6.18
H 1.12 -9.96 5.38
H 1.50 -7.72 4.42
H -2.76 -7.10 4.50
H -2.99 -9.36 5.46
H -1.66 -6.32 2.00
H -1.41 -4.06 1.04
H 1.02 -2.84 4.20
H 0.85 -5.06 5.28
H 0.98 -1.82 1.88
H -0.52 -1.32 2.73
H -0.61 -1.98 1.08
N -6.05 5.55 -6.76
O -5.41 6.35 -7.44
O -6.76 5.95 -5.81
O -6.01 4.32 -7.03
C -4.87 1.24 -5.85
O -4.41 2.20 -5.05
H -5.09 1.54 -6.90
H -4.21 0.36 -6.01
H -5.83 0.76 -5.56
O 2.65 -1.42 -2.93
Cl 3.55 -1.19 -1.83
O 4.07 -2.43 -1.34
O 2.78 -0.56 -0.73
O 4.59 -0.29 -2.21
Mg -8.20 4.95 -7.56
N 6.98 -2.59 -0.43
O 6.45 -1.63 0.15
O 7.44 -3.54 0.23
O 7.04 -2.61 -1.66
Ca 1.09 0.51 0.03

No. 3
16
Properties=species:S:1:pos:R:3 method="wB97M-V/def2-TZVPD" relative_energy_kj_mol=742.91 gap_ha="0.247 / 0.274" energy_ha=-332.9441 homo_ev="-6.53 / -7.16" molar_mass_g_mol=99.93 lumo_ev="0.20 / 0.29"
B -0.53 -2.39 0.91
C 0.78 0.24 -1.03
C 1.07 -1.15 -0.64
C -0.39 1.02 -0.37
C 0.02 1.45 1.00
O 0.29 -1.79 0.19
O -1.62 0.34 -0.49
H -1.00 -2.98 1.72
H 1.65 0.99 -0.83
H 0.37 0.12 -2.13
H -1.47 -0.58 0.07
H 1.23 -1.84 -1.54
H -0.52 1.98 -0.98
H 0.24 2.49 0.92
H 0.75 0.80 1.43
H -0.88 1.30 1.77

No. 4
34
Properties=species:S:1:pos:R:3 method="wB97M-V/def2-TZVPD" relative_energy_kj_mol=0.00 gap_ha=0.396 energy_ha=-6863.5563 homo_ev=-10.75 molar_mass_g_mol=511.06 lumo_ev=0.02
O -5.45 1.41 -1.39
C -4.29 1.22 -1.50
F -3.75 0.78 -2.64
N -3.34 1.42 -0.51
C -3.41 2.63 0.21
O -3.97 2.81 1.23
F -2.71 3.58 -0.40
C -2.08 0.69 -0.47
C -1.09 0.88 -1.61
C -0.27 -0.38 -1.84
C 0.56 -0.93 -0.69
C 1.30 0.11 0.14
C 2.07 -0.51 1.32
C 3.59 -0.49 1.22
F 4.08 0.67 1.76
Br 4.24 -0.68 -0.59
C 4.23 -1.65 2.04
F 5.58 -1.53 2.03
F 3.89 -2.84 1.49
Br 3.65 -1.63 3.88
O -0.17 -1.89 0.12
S -1.48 -1.36 0.94
O -2.16 -2.58 1.25
O -2.39 -0.69 -0.29
H -1.58 1.02 0.45
H -1.55 1.14 -2.56
H -0.45 1.72 -1.35
H 0.40 -0.19 -2.67
H -0.91 -1.19 -2.16
H 1.33 -1.54 -1.16
H 0.60 0.84 0.54
H 1.94 0.65 -0.54
H 1.83 0.06 2.21
H 1.75 -1.52 1.52